1.
A cluster of 3 separate species, C7H13Br3O6 in total. Source: the Open Molecules 2025 dataset; level of theory: ωB97M-V/def2-TZVPD.

Structure (XYZ):
```
29
Properties=species:S:1:pos:R:3
Br 1.429 -3.088 1.528
C -0.405 -2.805 2.198
Br -1.759 -2.912 0.782
Br -0.460 -1.078 3.243
H -0.703 -3.577 2.908
C 4.924 1.972 -1.273
O 4.359 0.726 -0.789
C 5.038 -0.418 -0.741
O 6.255 -0.496 -0.942
O 4.218 -1.427 -0.325
C 4.756 -2.751 -0.198
H 5.408 2.554 -0.489
H 4.122 2.612 -1.642
H 5.582 1.752 -2.114
H 5.628 -2.738 0.456
H 5.124 -3.197 -1.122
H 4.024 -3.441 0.223
C -3.401 0.169 1.267
O -4.581 0.844 0.892
C -4.736 1.387 -0.357
O -3.847 1.490 -1.213
O -6.015 1.908 -0.475
C -6.376 2.922 -1.381
H -3.258 -0.782 0.753
H -3.405 0.000 2.344
H -2.454 0.702 1.180
H -7.460 2.939 -1.492
H -5.848 2.861 -2.332
H -6.159 3.869 -0.888
```

Its SMILES is BrC(Br)Br.COC(=O)OC.COC(=O)OC. As for the HOMO-LUMO gap: 9.9 eV. The molar mass comes out at 432.887 g/mol. The net charge is 0.

Atomic partial charges in e from the Mulliken method, atoms 1 to 6: atom 1 (Br): 0.05, atom 2 (C): -0.33, atom 3 (Br): 0.01, atom 4 (Br): -0.06, atom 5 (H): 0.38, atom 6 (C): -0.62

2.
A structure of composition C7H13Br4Cl3O2Sr2. Source: the Open Molecules 2025 dataset; level of theory: ωB97M-V/def2-TZVPD.

Structure (XYZ):
```
31
Properties=species:S:1:pos:R:3
Sr 2.422 4.394 -2.044
Sr 6.739 1.163 1.496
O 2.054 0.569 -0.191
C 0.807 0.096 0.337
C -0.557 0.703 -0.219
O -0.674 2.092 -0.420
H 0.812 0.269 1.413
H 0.774 -0.993 0.290
H -1.385 0.372 0.408
H -0.775 0.324 -1.217
Br 1.713 -5.949 -1.480
C 2.671 -5.618 -3.105
C 1.982 -4.501 -3.806
Br 0.192 -5.098 -4.572
H 2.703 -6.532 -3.698
H 3.711 -5.450 -2.825
H 2.572 -4.123 -4.641
H 1.815 -3.598 -3.218
Br 1.850 3.639 5.125
C 0.569 3.320 6.634
C -0.748 2.903 6.136
Br -1.999 2.433 7.610
H 0.600 4.256 7.192
H 1.011 2.586 7.308
H -0.596 1.991 5.558
H -1.183 3.671 5.497
C -5.331 1.511 -4.610
Cl -6.985 1.187 -4.072
Cl -5.301 2.565 -6.091
Cl -4.772 -0.133 -4.950
H -4.687 1.949 -3.847
```

As for the HOMO-LUMO gap: 2.2 eV. The molar mass comes out at 730.394 g/mol. The net charge is +2.

Atomic partial charges in e from the Mulliken method, atoms 1 to 6: atom 1 (Sr): 1.44, atom 2 (Sr): 1.10, atom 3 (O): -0.62, atom 4 (C): -0.17, atom 5 (C): -0.26, atom 6 (O): -0.50

3.
A cluster of 4 separate species, C7H13Br6Cl3 in total. Source: the Open Molecules 2025 dataset; level of theory: ωB97M-V/def2-TZVPD.

Structure (XYZ):
```
29
Properties=species:S:1:pos:R:3
Cl 13.048 20.298 6.781
C 13.749 20.614 8.370
Cl 13.664 19.159 9.369
Cl 12.969 21.966 9.149
H 14.799 20.832 8.225
Br 19.221 22.181 7.432
C 18.408 20.825 8.565
C 18.046 19.584 7.795
Br 16.652 19.916 6.476
H 17.533 21.291 9.006
H 19.155 20.566 9.311
H 17.586 18.870 8.476
H 18.869 19.123 7.261
Br 9.067 21.720 11.144
C 9.994 23.354 10.682
C 11.038 23.675 11.703
Br 11.681 25.505 11.519
H 9.288 24.155 10.479
H 10.437 23.137 9.712
H 11.916 23.043 11.614
H 10.695 23.602 12.730
Br 15.028 22.495 4.030
C 14.800 23.347 5.782
C 16.162 23.680 6.327
Br 15.945 24.264 8.189
H 14.230 22.644 6.378
H 14.205 24.235 5.596
H 16.556 24.548 5.810
H 16.855 22.845 6.334
```

Its SMILES is ClC(Cl)Cl.BrCCBr.BrCCBr.BrCCBr. As for the HOMO-LUMO gap: 10.6 eV. The molar mass comes out at 682.964 g/mol. The net charge is 0.

Atomic partial charges in e from the Mulliken method, atoms 1 to 6: atom 1 (Cl): -0.12, atom 2 (C): 0.66, atom 3 (Cl): -0.15, atom 4 (Cl): -0.08, atom 5 (H): -0.35, atom 6 (Br): -0.13

Q: Number 3 is which compound?
A: C7H13Br6Cl3

Q: The highest HOMO-LUMO gap belongs to which entry?
A: C7H13Br6Cl3

Q: Number 3 is which compound?
A: C7H13Br6Cl3